{
  "formula": "C6H7F3",
  "method": "ωB97M-V/def2-TZVPD",
  "symbols": ["C", "C", "C", "C", "F", "F", "F", "H", "H", "H", "H", "H", "C", "C", "H", "H"],
  "coordinates": [[-0.497, -0.751, -1.496], [-0.924, -0.372, -0.330], [-0.315, -0.737, 0.997], [-2.262, 0.368, -0.089], [-2.877, 0.634, -1.215], [-2.271, 1.489, 0.647], [-3.031, -0.450, 0.693], [-1.142, -0.635, -2.312], [0.391, -1.377, -1.636], [0.822, -0.505, 0.998], [-0.496, -1.812, 1.231], [-0.717, -0.175, 1.777], [0.892, 2.531, 0.553], [1.702, 2.007, -0.136], [0.156, 2.702, 1.319], [2.478, 1.586, -0.551]],
  "atomic_forces_ev_per_a": [[0.53, -1.01, -0.43], [-0.81, 1.03, 2.75], [2.79, -1.00, -1.04], [0.41, -1.34, 0.59], [-0.75, 0.14, -0.80], [1.08, 0.59, -0.28], [-0.22, -0.43, -0.67], [-0.48, 0.49, -1.39], [-0.28, 0.39, 0.22], [-1.85, -0.65, -0.04], [0.27, 0.74, -0.22], [-0.71, 0.95, 1.31], [-1.22, -0.10, 1.32], [-2.34, 1.61, 1.56], [0.13, 0.44, -0.53], [3.46, -1.86, -2.35]],
  "lowdin_charge": [0.08, -0.27, -0.06, -0.60, 0.17, 0.13, 0.11, 0.06, 0.09, 0.11, 0.10, 0.04, 0.01, 0.02, 0.04, -0.03],
  "relative_energy_kcal_mol": 35.8,
  "smiles": "C=C(C)C(F)(F)F.C#C",
  "e_homo_ev": -10.4,
  "energy_ev": -14484.8922,
  "largest_force_ev_per_a": 4.6,
  "e_lumo_ev": 0.96,
  "orbital_gap_ev": 11.33
}